# 1
ORCA calculation (the ωB97M-V functional and the def2-TZVPD basis) on a 7-piece molecular cluster, H14N2O8 overall.

- spin multiplicity = 1

Each line ends with the Mulliken charge.
Cartesian coordinates (Å):
O 0.621 2.405 1.740  -0.68
N 0.431 1.302 -3.185  -0.39
H 0.318 2.059 -2.498  0.36
O -2.541 1.725 1.923  -0.65
H 2.559 -0.543 -1.415  0.41
H -3.565 -2.290 1.676  0.29
H -0.174 2.860 1.921  0.30
H 0.505 1.685 1.135  0.40
O -0.999 -1.329 0.510  -0.74
N -0.371 -0.409 -0.156  0.80
O 3.212 -0.241 -2.043  -0.66
H -2.766 1.049 2.457  0.29
H 0.293 0.398 -2.667  0.26
O -2.736 -2.471 2.057  -0.59
O -0.581 0.860 0.074  -0.75
H -1.842 1.284 1.328  0.44
O 1.231 -3.087 1.849  -0.63
H 3.949 0.147 -1.471  0.33
H 2.150 -2.731 1.685  0.32
H -0.273 1.378 -3.774  0.35
H -2.085 -2.265 1.532  0.41
O 0.713 -0.692 -0.599  -0.60
H 1.357 1.468 -3.539  0.37
H 0.591 -2.555 1.465  0.34



# 2
ORCA calculation (the ωB97M-V functional and the def2-TZVPD basis) on one molecule with the formula C16H22FN3O2.

- spin multiplicity = 1

Each line ends with the Mulliken charge.
Cartesian coordinates (Å):
N 1.494 4.860 -0.549  -0.61
N 3.662 -1.818 -0.833  -0.06
H -0.933 -1.038 1.354  0.51
C 2.236 0.131 -0.777  -0.40
C -1.021 -0.152 0.725  -0.14
H 2.830 2.013 2.110  0.52
C 2.314 3.828 0.067  -0.70
H 2.076 5.561 -0.992  0.23
H -6.155 0.753 -0.575  0.43
H 1.454 0.954 1.840  0.35
C 3.013 0.775 0.384  -0.65
N 1.163 -0.739 -0.332  0.40
H -0.603 0.705 1.252  0.08
O 3.374 -3.158 0.955  -0.61
H 4.632 -2.094 -0.890  0.24
H 0.720 2.413 -0.069  0.02
H -3.012 -1.970 0.377  0.52
C -2.459 0.109 0.389  -0.23
C 1.407 2.773 0.697  -0.27
H 3.007 4.216 0.833  0.29
H 4.028 -0.128 -1.985  0.51
H 0.932 5.328 0.156  0.22
H 2.914 3.382 -0.731  0.34
H 2.639 -1.100 -2.516  0.33
C 1.437 -1.995 0.100  1.04
C 2.918 -2.376 0.153  -0.09
C -3.340 -0.953 0.230  -0.50
H 3.803 1.394 -0.046  0.40
H 1.802 0.917 -1.400  0.62
H 3.491 -0.014 0.969  0.39
C -5.123 0.592 -0.310  -0.57
H -2.239 2.236 0.310  0.41
C -4.652 -0.694 -0.114  0.27
F -5.505 -1.729 -0.264  -0.32
H -0.696 -1.257 -1.081  0.54
O 0.571 -2.793 0.392  -0.64
C -2.919 1.405 0.190  -0.38
H -0.284 0.467 -1.218  0.40
C 3.181 -0.722 -1.638  -1.19
C -4.238 1.645 -0.154  -0.59
C 2.165 1.613 1.340  -1.07
C -0.231 -0.408 -0.568  -1.02
H 0.804 3.258 1.470  0.59
H -4.582 2.657 -0.301  0.39



# 3
ORCA calculation (the ωB97M-V functional and the def2-TZVPD basis) on C28H40N5S3SiTa as an isolated structure.

- spin multiplicity = 1

Each line ends with the Mulliken charge.
Cartesian coordinates (Å):
H 4.601 2.360 -1.260  0.57
C 3.822 -1.752 -2.058  -2.02
N -5.255 -0.817 0.136  0.15
C 2.577 0.217 4.777  -0.48
N -3.118 -0.506 1.036  -0.32
C 2.111 2.539 -0.211  -2.23
H 1.613 -2.497 -3.420  0.35
C -3.982 -1.167 0.312  -0.33
H -7.161 3.527 2.334  0.42
H 1.287 1.836 5.245  0.45
H -5.833 -1.409 -0.441  0.29
C -5.802 0.337 0.704  0.00
H -0.649 -0.063 -4.554  0.56
H 2.904 0.386 1.298  0.35
H -0.812 -0.019 -0.854  0.60
C 1.782 -1.265 3.054  -0.46
H 0.576 -2.900 -2.047  0.21
C 1.607 -2.783 -2.369  -2.15
H 1.484 -2.600 0.328  -0.02
S -2.745 -5.101 1.394  -0.22
Si 1.569 -0.052 -1.395  -0.75
C 2.395 -1.804 -1.490  2.72
C 1.467 0.962 4.637  -1.19
H -0.079 2.182 -4.054  0.59
Ta -0.851 -0.968 1.486  0.99
H -1.211 -0.133 -2.899  0.35
H 2.183 -0.680 -4.465  0.28
H -0.315 2.120 -2.312  0.34
H -0.185 -1.415 -3.535  0.31
C -0.743 1.214 3.515  -0.37
C -5.467 2.250 2.106  -0.34
C 0.457 0.603 3.673  0.61
H 0.109 1.064 0.154  0.33
H -8.623 2.160 0.887  0.40
C 0.881 0.481 -3.137  2.18
C 0.410 1.942 -3.106  -2.08
C 2.728 -0.954 3.961  -0.70
H 1.567 2.355 0.716  0.39
H 1.419 2.970 -0.931  0.30
H -1.112 2.037 4.104  0.47
H -4.814 2.831 2.739  0.49
N -2.792 1.229 2.524  -1.35
H 4.281 -0.061 0.280  0.24
C -4.964 1.092 1.514  0.67
C -3.592 0.632 1.721  0.41
H -7.751 0.100 -0.165  0.39
H 3.588 -1.597 4.070  0.45
H 2.865 3.298 0.015  0.59
S -0.964 -3.088 2.738  -0.45
H 2.935 -3.434 -0.183  0.57
H 3.861 -1.311 -3.051  0.31
C -7.601 1.858 1.061  -0.41
C -6.776 2.629 1.878  -0.77
N -1.567 0.630 2.576  1.25
C -1.775 -3.802 1.353  0.33
H 3.337 0.475 5.501  0.42
C 3.583 0.740 0.519  -1.99
C -0.354 -0.343 -3.539  -1.93
H 1.863 -2.149 2.436  0.51
C 3.868 1.709 -1.745  -2.02
H 3.422 2.280 -2.557  0.36
C 2.826 1.269 -0.707  3.11
S -1.394 -2.857 -0.083  -0.61
N 0.650 -0.503 2.834  0.31
H 1.471 0.750 -5.193  0.58
H 2.075 -3.769 -2.301  0.58
H 4.413 0.875 -2.182  0.30
H 4.168 1.556 0.953  0.63
H -3.648 -2.069 -0.188  0.43
C 2.477 -2.445 -0.099  -1.45
C -7.119 0.706 0.469  -0.89
H 3.074 -1.865 0.597  0.31
H 2.816 0.916 -4.074  0.30
H 4.510 -1.202 -1.417  0.32
C 0.085 0.033 -0.217  -1.63
H 4.205 -2.772 -2.141  0.58
H 1.231 2.644 -2.981  0.31
C 1.905 0.355 -4.270  -1.86



# 4
ORCA calculation (the ωB97M-V functional and the def2-TZVPD basis) on C5H8O2 as an isolated structure.

- spin multiplicity = 1

Each line ends with the Mulliken charge.
Cartesian coordinates (Å):
C 0.017 -0.863 0.452  -0.38
C -0.920 -0.850 -1.087  -0.83
C 1.103 0.235 0.374  0.10
H 2.666 -0.620 -0.400  0.32
H 1.574 0.428 1.349  0.36
H -0.103 -0.630 -1.785  0.23
H -0.107 -1.763 -0.343  0.14
H -2.855 -0.241 0.218  0.35
C -1.025 0.158 -0.049  0.84
O 2.064 0.096 -0.641  -0.53
C 0.023 1.275 0.009  -1.04
H -0.236 -1.386 1.374  0.42
H -0.175 1.974 0.824  0.32
O -2.218 0.362 0.627  -0.57
H 0.190 1.825 -0.922  0.28



Strongest force on any atom for every record listed, in sequence, given in eV/A: 7.78; 0.77; 1.03; 0.31.
ΔE to the lowest compared entry with this formula, charge and spin for every record listed, in sequence, given in eV: 0.175; 0.000; 0.119; 4.818.